[1]
Below is C16H32BrCl3LiMgN4O8S as an isolated structure in a non-equilibrium geometry, with properties calculated with the ωB97M-V functional and the def2-TZVPD basis.

Structure (XYZ):
```
67
Properties=species:S:1:pos:R:3:lowdin_charge:R:1
C 3.91 -3.36 2.57 -0.184
H 5.35 -2.66 1.18 0.098
H 1.58 4.98 -6.08 0.098
N -0.27 1.81 -3.84 0.238
O -2.89 1.48 -0.69 -0.164
H -3.94 3.17 4.15 0.088
C 0.27 -4.75 0.48 -0.720
Cl -1.56 -5.35 -4.14 0.545
H 3.42 -2.38 2.60 0.100
H 2.47 3.61 -4.65 0.137
C 4.68 -3.51 1.27 -0.653
O -0.09 3.77 5.79 0.003
S -1.35 -1.29 0.41 0.874
N -2.15 2.99 5.24 -0.196
Cl -3.27 -4.46 -1.96 0.562
H -3.82 4.18 5.60 0.082
Br 5.81 -5.12 1.46 0.658
Mg 1.06 -5.62 2.46 0.789
C -2.25 2.67 -0.29 -0.161
H -1.83 3.10 -1.20 0.036
H -1.81 4.82 6.11 0.131
N 2.59 -4.36 0.21 -0.017
C 1.71 2.83 -4.75 -0.184
C -0.05 -2.00 -0.03 -0.776
C -1.61 1.75 4.73 -0.036
C -4.17 -0.54 2.59 -0.919
H 3.14 -4.12 2.64 -0.056
C 0.86 2.76 -3.49 -0.291
C 0.28 4.09 -3.03 -0.022
C -1.30 3.91 5.74 -0.361
H -0.90 1.95 3.92 0.090
C -1.77 -4.20 -2.82 -1.554
H -0.15 3.99 -2.04 0.068
H 0.06 0.85 -3.95 0.175
C 0.72 4.36 -6.35 -0.055
H 4.56 -3.46 3.43 0.070
H 2.23 1.88 -4.89 0.137
H -0.95 -4.32 -2.13 -0.035
O -0.47 -4.93 1.50 -0.155
O 0.90 3.02 -5.89 -0.192
H 0.64 4.31 -7.44 0.098
H 1.42 2.29 -2.67 0.158
H 3.77 -2.67 -0.48 0.126
Li 4.81 -6.49 3.48 0.562
H 4.40 -4.28 -0.71 0.102
H -1.07 1.21 5.51 0.097
H -1.04 1.82 -3.16 0.166
O -4.05 0.29 1.68 0.091
O -5.08 -1.40 2.66 0.227
O -3.35 -0.62 3.55 0.169
N 0.99 -2.58 -0.33 0.105
H -2.95 3.39 0.14 0.089
C 3.85 -3.66 -0.01 -0.250
H -0.49 4.45 -3.70 0.090
O 0.18 -5.31 -0.61 0.037
H -3.28 1.07 0.11 0.016
H 2.38 -4.88 -0.63 0.127
H -0.62 2.10 -4.77 0.165
C 1.40 -3.66 0.58 -0.355
H -4.11 2.44 5.76 0.093
H -1.44 2.48 0.42 0.083
H -0.19 4.81 -5.95 0.084
H 1.46 -3.31 1.61 0.113
Cl -1.71 -2.53 -3.45 0.460
C -3.58 3.21 5.18 -0.053
H 1.07 4.83 -2.98 0.103
H -2.42 1.13 4.34 0.049
```

Computed properties:
spin multiplicity = 1
E_LUMO = -6.0942 eV
total charge = +1

---

[2]
Below is one molecule with the formula C9H10O5 in a non-equilibrium geometry, with properties calculated with the ωB97M-V functional and the def2-TZVPD basis.

Structure (XYZ):
```
24
Properties=species:S:1:pos:R:3:lowdin_charge:R:1
H -1.34 1.19 -1.28 0.100
O 3.91 0.50 -0.70 0.172
O 2.73 1.50 -2.37 0.165
C 0.08 -0.32 1.13 -0.170
C 2.86 0.73 -1.25 -0.379
H 1.46 -1.63 0.13 0.144
H -3.24 -0.59 2.99 0.086
C -2.21 -0.55 2.71 0.012
H 2.18 -0.34 1.01 0.125
O 0.96 2.13 -3.66 0.168
H -1.12 0.54 -2.88 0.094
O -2.95 -1.98 0.98 0.114
O -0.83 -1.39 0.85 -0.002
H 0.29 -0.31 2.19 0.123
H -1.65 -1.04 3.50 0.098
C -0.79 0.46 -1.86 0.008
C -2.04 -1.34 1.45 -0.518
C 1.52 0.25 -0.85 -0.081
C 0.65 0.69 -1.74 -0.115
C 1.36 -0.58 0.36 -0.067
H -0.32 0.63 0.83 0.125
H -1.87 0.47 2.65 0.080
H -1.05 -0.53 -1.50 0.088
C 1.40 1.52 -2.71 -0.372
```

Computed properties:
SMILES = CC(=O)OCCC1=C(C)C(=O)OC1=O
spin multiplicity = 1
energy above the lowest of the compared OMol25 structures with the same formula, charge and spin = 18.3 kJ/mol
E_LUMO = -0.8337 eV
total charge = 0

---

[3]
Below is an isolated ion of composition C11H13ClN and charge +1 in a non-equilibrium geometry, with properties calculated with the ωB97M-V functional and the def2-TZVPD basis.

Structure (XYZ):
```
26
Properties=species:S:1:pos:R:3:lowdin_charge:R:1
N -1.39 0.44 -0.90 -0.119
H 2.34 -1.64 -2.14 0.082
C -0.90 -0.44 -1.66 -0.467
H 1.64 -2.78 0.40 0.146
C 0.55 0.01 0.40 -0.126
C 2.07 -0.87 -1.46 -0.008
H -1.72 2.50 0.94 0.100
H -2.74 2.14 -1.23 0.145
C 1.33 0.25 1.55 0.047
H 2.08 0.01 -1.98 0.061
C 0.75 -2.51 -0.26 -0.036
H -3.22 0.61 -1.82 0.044
H -0.45 2.79 2.93 0.113
H 1.40 1.24 3.48 0.117
C 0.88 -1.12 -0.53 -0.261
H -0.06 -2.79 0.31 0.079
H 2.05 -0.46 1.83 0.100
H 2.88 -0.93 -0.63 0.145
Cl -1.52 -1.12 -3.08 0.805
H -3.27 0.82 -0.09 0.123
C -1.02 1.76 1.17 0.035
C -0.61 0.80 0.22 -0.140
C -2.71 1.02 -1.02 0.000
H 0.89 -3.00 -1.24 0.119
C -0.17 2.00 2.28 -0.067
C 0.92 1.27 2.51 -0.038
```

Computed properties:
spin multiplicity = 1
energy above the lowest of the compared OMol25 structures with the same formula, charge and spin = 204.1 kJ/mol
E_LUMO = -3.9150 eV
total charge = +1

---

[4]
Below is C47H57Cl2N4O3SSeTi as an isolated structure, with properties calculated with the ωB97M-V functional and the def2-TZVPD basis.

Structure (XYZ):
```
116
Properties=species:S:1:pos:R:3:mulliken_spin:R:1
H 2.53 0.38 2.88 -0.001
H -4.19 6.01 -0.11 0.000
H 3.29 -2.35 -7.42 0.004
H -4.76 -0.89 4.00 0.000
H 0.66 -2.48 4.41 0.000
S -0.49 -1.38 -4.51 0.002
C 0.95 3.44 -0.65 -0.004
C 0.64 -4.32 -6.84 0.004
C -2.41 5.31 -1.14 0.000
C 1.85 -3.69 -2.81 0.196
H 0.84 -3.63 1.57 0.004
C 0.00 4.44 -0.81 0.000
H 2.06 0.68 5.89 0.000
C -1.39 0.33 4.01 -0.002
H -0.11 -1.57 5.71 0.000
H 2.12 5.76 0.45 0.000
C -0.21 -4.10 -1.82 0.080
H -3.48 -6.06 -1.26 0.006
H 2.52 -5.06 -4.28 0.011
H 3.01 3.65 -2.50 0.000
C 3.29 3.20 -1.54 0.001
H 3.17 2.13 -1.60 -0.001
C 2.68 5.28 -0.36 0.000
H -2.43 5.19 -3.31 0.000
C 3.66 -2.99 0.08 0.028
H 2.06 -0.91 -5.85 0.001
C 4.51 -3.94 0.61 0.003
H -0.85 -3.83 -5.53 0.007
H 3.15 -0.47 4.31 0.000
H -3.45 0.15 5.96 0.000
H -1.06 6.84 -1.92 0.000
N 0.90 -3.29 -1.91 0.136
H -2.92 1.84 5.85 0.000
H 2.42 5.78 -1.30 0.000
C 1.71 -4.80 -3.61 -0.100
H 4.01 -2.26 -0.65 0.004
C -1.41 0.03 1.30 0.022
H 0.32 0.94 5.96 0.000
N -0.02 -3.50 -6.00 -0.002
O -0.69 -2.68 -0.06 0.022
H -3.43 0.70 1.36 -0.002
C 2.36 -0.46 3.56 0.003
H -2.95 5.35 0.97 0.000
H -4.34 2.50 2.45 0.000
C -0.86 1.85 -0.81 -0.012
H -4.64 1.46 6.00 0.000
C 2.66 -4.74 1.89 -0.003
H -2.55 7.46 -1.22 0.000
H 2.26 3.58 1.75 0.000
C -1.77 2.87 -0.97 0.000
N 2.11 -0.74 -2.21 0.016
H 1.65 -1.83 5.74 0.000
H 4.35 3.43 -1.36 0.000
C 0.54 2.07 -0.66 -0.001
O 0.81 -0.82 1.37 -0.031
C 0.54 -5.57 -3.59 0.460
H -5.21 0.11 2.62 0.000
C 1.68 -1.88 -6.14 -0.007
C 0.43 -2.27 -5.57 -0.004
H -1.38 0.44 5.09 0.000
C 2.42 3.78 -0.41 0.001
Ti 0.86 -1.52 -0.44 1.017
H 2.35 -4.61 -8.06 0.001
C 1.82 -3.95 -7.39 0.005
C 2.34 -2.68 -7.01 0.020
C -3.69 1.13 5.55 0.000
C -2.56 -5.52 -1.41 0.046
H 5.54 -3.97 0.30 0.000
H -1.26 6.89 -0.16 0.000
H 4.63 -5.60 1.96 0.001
C -1.67 -5.89 -2.40 -0.035
C -4.20 2.49 3.53 0.000
H -5.92 0.44 4.21 0.000
H 3.09 -0.92 -2.39 0.007
C -0.21 -0.09 3.39 0.001
Cl -3.34 -3.97 0.68 0.002
H 0.42 -6.45 -4.21 0.037
H 2.75 -3.10 -2.85 0.064
C -2.57 0.60 3.34 0.001
H 0.33 5.47 -0.79 0.000
C -3.44 5.23 0.00 0.000
C 0.79 -1.63 5.09 -0.001
H -3.39 3.19 3.76 0.000
C 2.87 3.18 0.93 0.000
H 2.00 0.26 -1.97 -0.009
H -3.88 5.94 -2.62 0.000
N 2.37 -2.90 0.42 -0.007
C 1.01 -0.34 4.29 0.000
C -3.13 5.15 -2.48 0.000
C 1.17 0.84 5.27 0.000
C 4.00 -4.83 1.53 0.010
C -1.78 6.70 -1.11 0.000
H 3.75 5.46 -0.17 0.000
Cl -2.08 -7.27 -3.41 0.004
H -3.65 4.19 -2.54 0.000
C -2.25 -4.43 -0.59 0.007
C -1.37 4.20 -0.98 0.000
H -3.95 4.26 0.00 0.000
C -3.85 1.08 4.03 0.000
C -1.08 -3.71 -0.78 0.000
H 1.58 -0.94 -3.05 0.000
H 0.17 -5.28 -7.02 0.001
Se -1.46 0.05 -0.63 -0.010
H 2.77 2.10 0.93 -0.001
C -0.46 -5.22 -2.64 -0.050
H 2.22 -5.42 2.61 -0.001
C 1.88 -3.76 1.32 0.032
C -2.55 0.46 1.95 0.000
H 1.28 1.78 4.73 0.000
O 1.36 1.09 -0.54 0.021
H 3.92 3.45 1.13 0.000
C -5.00 0.13 3.70 0.000
H -2.82 2.61 -1.06 -0.001
H -5.12 2.85 4.00 0.000
C -0.23 -0.31 2.00 -0.007
H 2.42 -1.37 2.97 0.001
```

Computed properties:
⟨S²⟩ = 2.02
spin multiplicity = 3
energy above the lowest of the compared OMol25 structures with the same formula, charge and spin = 109.2 kJ/mol
E_LUMO (alpha / beta) = 2.0724 / 2.0420 eV
total charge = -1

---

[5]
Below is C5H10O as an isolated structure, with properties calculated with the ωB97M-V functional and the def2-TZVPD basis.

Structure (XYZ):
```
16
Properties=species:S:1:pos:R:3:lowdin_charge:R:1
C -0.11 -0.53 -0.81 -0.175
C -1.61 -0.48 -0.59 -0.090
H 2.52 0.86 1.07 0.084
H 2.27 -0.85 0.67 0.087
H -2.12 0.31 -1.15 0.091
C -1.38 0.44 1.38 -0.058
H -1.57 1.39 0.84 0.055
H 0.26 -1.55 -0.63 0.119
O -0.06 0.18 1.41 -0.161
H -2.11 -1.44 -0.78 0.093
C 0.60 0.42 0.17 -0.409
H -1.96 -0.45 0.67 0.047
C 2.09 0.17 0.33 -0.038
H 0.16 -0.26 -1.84 0.123
H 2.61 0.32 -0.62 0.084
H 0.41 1.46 -0.13 0.148
```

Computed properties:
spin multiplicity = 1
energy above the lowest of the compared OMol25 structures with the same formula, charge and spin = 379.6 kJ/mol
E_LUMO = 1.0623 eV
total charge = 0

---

[6]
Below is a 3-piece molecular cluster, C5H11NO overall, with properties calculated with the ωB97M-V functional and the def2-TZVPD basis.

Structure (XYZ):
```
18
Properties=species:S:1:pos:R:3:lowdin_charge:R:1
C 0.72 0.87 -0.92 -0.237
H -0.28 2.83 -0.93 0.075
C -1.04 -1.21 0.32 -0.573
H 0.63 -0.07 -1.46 0.107
N -0.61 0.05 1.00 0.059
H -0.47 -3.25 0.65 0.064
H -0.50 -2.19 2.17 0.056
C -0.49 -2.26 1.08 -0.042
H -0.03 2.11 -2.53 0.076
H 1.06 -1.52 0.86 0.098
O -1.48 -1.15 -0.82 0.028
H -1.28 1.45 -1.47 0.073
H 0.95 1.34 1.24 0.130
H 1.54 -0.79 0.77 0.095
C -0.28 1.89 -1.49 -0.091
H -0.68 0.01 2.01 0.143
C 0.47 0.66 0.55 -0.172
H 1.75 1.23 -1.03 0.112
```

Computed properties:
spin multiplicity = 1
energy above the lowest of the compared OMol25 structures with the same formula, charge and spin = 409.2 kJ/mol
E_LUMO = 0.2779 eV
total charge = 0

---

[7]
Below is an isolated ion of composition C9H17FNO and charge +1 in a non-equilibrium geometry, with properties calculated with the ωB97M-V functional and the def2-TZVPD basis.

Structure (XYZ):
```
29
Properties=species:S:1:pos:R:3:lowdin_charge:R:1
C -1.68 -1.79 -0.55 0.005
H -2.40 1.80 -1.15 0.050
H -2.54 -1.42 -0.11 0.074
C 0.10 0.02 1.40 -0.127
H 0.74 1.05 -2.21 0.148
C 1.03 0.86 1.97 -0.163
C -0.92 0.52 0.44 -0.132
H 1.17 1.99 1.65 0.170
H -1.24 -2.59 -0.02 0.086
C -0.90 -0.50 -0.77 -0.352
F -1.69 -0.63 -3.13 0.060
H -0.84 1.51 0.10 0.088
C 1.95 0.52 2.97 -0.109
H 0.08 -0.85 1.87 0.073
H -1.94 0.52 1.00 0.177
H -2.14 -2.14 -1.50 0.112
H 0.81 -1.30 -0.31 0.191
C -2.38 1.33 -2.08 0.137
C -1.71 0.19 -2.07 -0.271
H -2.97 1.56 -2.90 0.076
H 1.93 -0.41 3.48 0.088
O 2.61 0.37 -1.75 0.043
H 1.19 1.12 -0.43 0.125
C 1.33 0.57 -1.41 -0.206
H 2.73 0.03 -2.67 0.149
N 0.52 -0.75 -1.18 0.117
H 0.77 -1.29 -2.03 0.191
H 1.84 1.25 3.76 0.095
H 2.92 0.63 2.49 0.103
```

Computed properties:
SMILES = C=C(F)[C@](C)(C/C=C/C)[NH2+]CO
spin multiplicity = 1
energy above the lowest of the compared OMol25 structures with the same formula, charge and spin = 0.0 kJ/mol
E_LUMO = -3.0341 eV
total charge = +1

---

[8]
Below is C28H42N8O2PPtS as an isolated structure in a non-equilibrium geometry, with properties calculated with the ωB97M-V functional and the def2-TZVPD basis.

Structure (XYZ):
```
83
Properties=species:S:1:pos:R:3:mulliken_spin:R:1
C -1.27 2.93 4.38 0.001
N 0.97 0.15 -4.53 0.004
H 2.03 -2.02 -2.71 0.002
H 3.94 1.04 -1.59 0.000
H -4.82 -2.78 3.50 0.000
C 0.38 -2.06 -6.19 0.000
H 2.86 0.20 -5.34 0.001
C -1.83 -1.61 2.30 -0.040
C 0.33 3.58 -4.34 0.001
H -1.87 2.67 5.24 0.001
P 1.45 0.46 -2.92 0.038
H 3.65 -2.23 -3.42 0.000
H -4.98 -3.62 1.16 0.002
C 1.85 -0.06 -5.65 0.002
H 4.45 1.31 -3.26 0.000
H -0.60 2.74 -1.86 0.001
H 1.23 4.95 3.35 0.000
H -2.83 -1.51 4.20 0.003
H -0.80 -0.75 -3.92 -0.002
H 1.54 2.23 -0.94 -0.019
C -1.90 -2.09 0.93 0.046
N -0.75 2.56 2.09 0.014
H 2.98 -1.42 -0.57 0.004
H -2.22 1.50 3.06 0.004
H 0.29 4.18 -5.25 0.000
C 1.52 2.91 -1.79 0.036
H 0.23 -2.59 -7.14 0.000
C -2.90 -1.88 3.18 0.022
C 5.38 -0.38 -2.29 0.000
H 3.21 0.41 4.48 -0.003
H 0.72 5.25 -3.04 0.000
H 2.29 3.68 -1.65 0.005
C -0.44 -0.16 -4.76 0.000
Pt 0.38 -0.01 0.18 0.708
C 4.18 0.54 -2.52 0.005
H 3.59 -2.99 -1.07 -0.001
H 5.19 -0.89 -0.21 0.007
H 4.08 1.28 3.32 0.009
C 3.64 -1.92 -1.29 0.008
H 5.63 -0.89 -3.22 0.000
H -1.65 -1.31 -6.11 0.000
C 1.72 2.95 -4.19 -0.001
C 0.01 4.42 -3.11 -0.001
C 0.22 3.52 2.16 -0.002
C 0.14 3.55 -1.85 -0.002
H -0.14 4.47 5.40 0.001
C 0.45 4.20 3.33 0.003
H 0.19 -2.76 -5.38 0.000
C -0.63 -0.92 -6.08 0.000
H 1.58 0.59 -6.49 -0.001
O -0.98 1.97 1.00 -0.009
H -1.00 4.84 -3.19 0.000
C 5.07 -1.39 -1.18 -0.007
H -0.77 -0.66 3.90 -0.001
N 0.37 -0.50 2.23 -0.001
C -4.10 -3.05 1.48 0.019
H -1.05 0.76 -4.80 0.000
C -0.72 -0.89 2.83 0.049
N 3.18 1.09 3.73 -0.016
O -0.97 -1.95 0.10 0.016
H 2.47 3.76 -4.12 -0.001
H 2.33 -1.61 -7.08 0.000
H 6.25 0.23 -2.01 0.000
N 0.42 -0.04 -1.92 0.012
H 1.96 2.35 -5.06 0.000
C 1.83 -1.53 -6.11 -0.001
N 1.83 2.14 -2.99 0.000
C 2.25 0.73 2.73 0.067
H 2.39 -2.11 -5.38 0.000
C -3.09 -2.80 0.58 -0.004
H -0.40 2.77 -4.42 0.000
C -4.02 -2.59 2.79 -0.007
C 3.07 -1.66 -2.68 0.002
H 5.80 -2.22 -1.23 0.000
N 3.05 -0.24 -3.05 0.003
H -0.52 -0.24 -6.93 0.000
C -1.48 2.27 3.20 -0.006
C -0.30 3.93 4.48 0.006
N 1.30 -0.04 3.13 -0.016
H 0.79 3.66 1.26 0.000
H -0.03 4.15 -0.95 0.002
S 2.54 1.40 1.17 0.035
H -3.16 -3.17 -0.44 -0.001
```

Computed properties:
⟨S²⟩ = 0.76
spin multiplicity = 2
energy above the lowest of the compared OMol25 structures with the same formula, charge and spin = 61.1 kJ/mol
E_LUMO (alpha / beta) = 4.7605 / 4.7539 eV
total charge = -2